No. 1
13
Properties=species:S:1:pos:R:3:forces:R:3 method="wB97M-V/def2-TZVPD" energy_ha=-323.75247 max_force_ha_per_bohr=0.011 relative_energy_ev=0.776 spin_multiplicity=1 gap_ha=0.38680 smiles="C[C@@H](O)C(N)=O" charge=0
C 1.4106 0.2650 -0.7959 0.2 0.0 -0.1
C 0.0229 0.4894 -0.1875 0.3 0.0 0.2
O -1.0211 0.7012 -1.1312 0.0 -0.6 -0.2
C -0.2218 -0.7252 0.7680 0.2 -0.2 0.1
N -1.4265 -0.8551 1.3844 -0.2 0.0 -0.2
O 0.6700 -1.5307 0.9872 -0.4 0.2 0.1
H 2.1343 0.9420 -0.3379 0.0 0.0 -0.2
H 1.4089 0.4133 -1.8798 0.0 0.2 0.1
H 1.7554 -0.7521 -0.5725 -0.1 0.4 -0.2
H -0.0073 1.4307 0.3770 0.2 -0.4 0.3
H -0.8256 0.1775 -1.9200 -0.1 0.0 0.2
H -2.2377 -0.3446 1.0869 0.1 0.2 -0.2
H -1.5936 -1.7463 1.8309 0.1 0.2 0.0

***

No. 2
63
Properties=species:S:1:pos:R:3:forces:R:3 method="wB97M-V/def2-TZVPD" energy_ha=-1526.76142 max_force_ha_per_bohr=0.135 relative_energy_ev=0.007 spin_multiplicity=3 gap_ha="0.16653 / 0.19219" s_squared=2.01 charge=-1
C 0.3591 -0.4590 -3.1930 0.6 -2.0 -1.4
C 0.0792 -1.1999 -1.8759 0.5 0.3 0.2
C -0.0076 0.9868 -3.0277 -0.7 0.7 0.7
C -0.9071 1.0798 -1.7375 -0.9 -1.1 -1.7
H -0.5892 1.3211 -3.8787 0.2 0.1 -0.2
H 0.8780 1.6070 -2.9072 0.0 0.0 -0.1
C -1.1165 -0.4481 -1.3047 0.0 0.4 0.9
H 0.9420 -1.0454 -1.2261 0.1 -0.1 0.0
H -0.0587 -2.2830 -2.0357 0.0 0.5 0.2
C -1.3116 -0.6052 0.2492 2.6 -1.1 0.4
H -2.0316 -0.8822 -1.8235 0.7 0.7 0.8
H -1.9209 1.4371 -2.0168 0.4 -0.2 -0.1
C -0.4192 2.0535 -0.7943 2.1 -1.1 1.8
C 1.7669 -0.6846 -3.7082 5.6 -0.6 4.1
C -0.3752 -1.1049 -4.3533 -4.1 2.7 -4.1
O -0.9570 -0.4252 -5.2965 2.4 -3.0 4.0
O 2.8004 -0.8700 -2.9056 -5.0 0.9 -4.1
O 1.8999 -0.6826 -5.0454 0.3 0.0 1.2
O -0.4212 -2.4444 -4.3582 0.3 0.8 0.0
C -1.0555 -2.9912 -5.5228 0.2 0.2 0.2
H -0.9302 -4.0515 -5.4145 0.0 -0.5 -0.1
H -0.5623 -2.6177 -6.4156 0.0 0.0 -0.1
H -2.1013 -2.7090 -5.5340 -0.1 0.0 -0.1
C 3.2377 -0.9625 -5.4844 -0.1 0.0 0.0
H 3.9444 -0.2897 -5.0027 0.0 0.0 0.0
H 3.1965 -0.8059 -6.5517 0.2 0.0 -0.2
H 3.4939 -1.9942 -5.2396 0.0 0.1 0.0
O -0.4373 0.0039 1.2137 -1.0 2.5 -4.1
H -1.0087 -1.6066 0.5554 -1.3 -1.1 -0.8
H -2.3116 -0.3479 0.4636 -1.3 0.2 0.4
C -1.3876 2.7786 0.0195 0.0 1.8 0.2
C 1.0945 2.1953 -0.4831 -1.5 0.1 -0.2
H 1.3464 3.0160 -1.1622 1.0 0.0 0.1
H 1.6999 1.2908 -0.6702 -0.3 0.4 -0.2
H 1.2721 2.4963 0.5603 -0.3 0.0 -0.4
H -1.0768 3.0445 1.0555 0.1 -0.3 -0.7
H -2.3707 2.3076 0.0840 0.0 0.0 -0.2
H -1.4634 3.7328 -0.5842 -0.7 -0.2 0.8
W -0.1413 -0.1517 3.0666 -0.1 -2.9 3.3
C -1.7753 0.3004 4.8136 0.0 0.6 -0.3
C -2.4664 0.2902 3.5571 -0.1 -1.0 -0.1
C -2.3692 -1.0546 2.9992 1.0 1.0 3.0
H -3.0126 1.1146 3.1018 0.4 -0.2 0.2
C -1.5822 -1.8273 3.9375 -0.6 0.0 -1.0
C -1.2311 -0.9982 5.0507 -0.9 0.4 -1.1
H -0.7402 -1.3204 5.9488 0.3 0.0 0.0
H -1.7348 1.1512 5.5058 0.1 -0.5 -0.5
H -2.8513 -1.4117 2.1328 -0.1 -0.3 -0.7
H -1.3603 -2.8911 3.8187 0.0 0.5 0.1
C 1.8297 0.7671 3.8082 -0.3 -2.4 0.7
C 1.5399 -0.3185 4.7468 1.0 0.4 -2.4
C 1.5052 -1.5397 4.0027 0.3 0.0 -0.1
H 1.4184 -0.1800 5.7929 -0.3 0.0 0.5
C 1.7795 -1.2894 2.6004 -0.2 2.1 2.5
C 1.9787 0.1512 2.5345 1.1 0.6 -2.1
H 2.3173 0.6969 1.5838 -0.9 -0.9 1.7
H 1.9770 1.7673 4.0592 0.1 1.3 0.2
H 1.3608 -2.5473 4.4199 -0.2 0.7 -0.2
H 1.8868 -1.9784 1.8301 0.1 -1.1 -1.0
O -0.6084 4.5858 4.2427 0.2 -1.2 -0.7
C -0.3854 3.3706 3.9927 -0.1 0.8 0.1
O -0.3245 2.7279 2.9045 -0.2 0.9 0.4
H -0.1996 2.7450 4.9009 0.1 -0.2 0.2

***

No. 3
13
Properties=species:S:1:pos:R:3:forces:R:3 method="wB97M-V/def2-TZVPD" energy_ha=-323.74091 max_force_ha_per_bohr=0.014 relative_energy_ev=1.090 spin_multiplicity=1 gap_ha=0.40334 smiles="NC(=O)CCO" charge=0
N -0.4604 0.7343 1.3485 0.1 0.2 0.0
C 0.4345 1.1200 0.2614 0.0 0.2 -0.1
O 0.7952 2.2612 0.1048 -0.3 -0.6 0.0
C 0.7897 -0.0199 -0.6763 0.0 0.0 0.1
C -0.3591 -1.0096 -0.9303 0.1 0.2 -0.3
O -0.6884 -1.7985 0.1846 -0.1 0.1 0.2
H 0.0494 0.6875 2.2308 0.1 -0.2 -0.2
H -1.1230 1.4931 1.4737 0.1 0.2 0.0
H 1.6237 -0.5765 -0.2305 0.0 0.1 -0.1
H 1.1196 0.4210 -1.6255 0.1 -0.1 0.3
H -1.2179 -0.4350 -1.3165 0.0 -0.2 0.2
H -0.0577 -1.7013 -1.7279 0.0 0.2 0.2
H -0.9054 -1.1761 0.9032 0.1 -0.1 -0.3

***

No. 4
91
Properties=species:S:1:pos:R:3:forces:R:3 method="wB97M-V/def2-TZVPD" energy_ha=-7112.75929 max_force_ha_per_bohr=0.054 spin_multiplicity=1 gap_ha=0.06682 charge=0
C 5.1922 -1.6975 2.5249 0.1 -0.1 0.2
C 5.8468 -2.5053 1.4088 -1.2 -0.6 0.5
S 5.7433 -4.3249 1.8144 0.0 -0.5 -0.5
C 4.0029 -4.7494 2.2228 -0.1 -0.1 -0.2
C 3.0048 -4.6557 1.0329 1.0 -0.7 0.9
C 2.7769 -5.9337 0.1848 1.2 0.8 -1.1
C 1.7629 -5.3268 -0.7865 -0.3 -0.3 1.7
O 1.6239 -5.4501 -1.9802 -0.2 -0.9 -0.3
O 0.9952 -4.4954 -0.0848 -0.2 0.5 -0.7
C 1.5399 -4.2454 1.2536 -0.1 0.3 -0.6
P 0.5710 -5.6334 2.2165 -0.5 -0.9 -0.3
O 1.7041 -6.4524 3.0797 -0.6 1.1 0.1
Br -0.7045 -4.7217 3.7760 0.4 0.0 -0.1
C 1.0904 -2.8023 1.5512 0.6 0.0 0.4
F 1.3483 -2.5945 2.8577 0.4 -0.1 0.1
F -0.2514 -2.7262 1.4033 -0.2 -0.2 -0.2
C 1.6512 -1.5544 0.7764 -0.9 1.2 0.2
F 2.9056 -1.6635 0.3145 0.2 -1.1 -0.1
F 1.6832 -0.5600 1.6724 0.0 0.0 0.2
C 0.7580 -0.9894 -0.3928 0.8 1.1 -0.9
F -0.2427 -0.2520 0.0674 -0.2 -0.7 0.2
F 1.5517 -0.1805 -1.0850 -0.1 -0.3 0.1
F 0.3163 -1.9392 -1.2258 -0.1 -0.2 0.4
H 4.4525 -0.9984 2.1565 0.2 0.2 -0.2
H 4.7064 -2.3321 3.2735 0.0 -0.1 0.0
H 5.9630 -1.1415 3.0463 0.0 0.3 0.0
H 5.3846 -2.3739 0.4325 0.7 0.9 1.3
H 6.8970 -2.2703 1.2854 0.1 -0.1 -0.1
H 3.6523 -4.2017 3.0954 -0.1 0.3 -0.1
H 4.0548 -5.7917 2.5253 0.2 -0.1 0.1
H 3.5941 -4.0934 0.3093 -1.6 0.3 1.4
H 3.6861 -6.1120 -0.3914 0.1 -0.4 0.1
H 2.5278 -6.8501 0.7106 -0.5 0.0 0.1
H 1.8392 -5.9545 3.9007 0.5 -0.3 0.3
B 0.4574 2.2893 -3.6500 0.0 0.1 0.0
F 1.7219 1.7570 -3.9712 0.1 -0.2 0.0
F 0.5495 3.0309 -2.4621 0.0 -0.1 0.1
F 0.0035 3.1071 -4.6933 0.0 -0.2 0.0
F -0.4542 1.2114 -3.4560 0.0 -0.1 0.1
K 4.4317 -3.1551 -1.1465 0.9 1.2 -2.4
C 6.2941 1.0931 0.2489 0.1 1.2 -0.3
O 6.1720 -0.2573 0.3761 -0.3 -0.8 -0.3
H 7.2951 1.5243 0.4664 0.1 -0.4 0.1
H 6.0834 1.5203 -0.7572 -0.1 -0.4 -0.1
H 5.6402 1.7212 0.8998 -0.2 -0.4 0.2
C -2.9724 -0.8915 1.1487 0.1 0.0 0.2
N -4.4568 -0.8194 1.2244 0.2 -0.1 0.1
O -4.9923 -1.2216 2.2335 -0.1 0.0 0.1
O -5.0344 -0.3594 0.2623 0.0 -0.1 0.0
H -2.6044 -1.3186 2.0741 -0.1 0.0 0.0
H -2.7176 -1.5183 0.2998 0.0 0.1 -0.1
H -2.5996 0.1190 1.0102 0.0 0.0 -0.2
Na 0.4055 -7.4121 -2.3725 0.1 0.3 -0.2
C -0.3590 6.1188 -5.9032 0.0 -0.5 -0.3
C 0.0897 6.7604 -7.2223 -0.2 -0.1 1.1
O -0.2797 8.0814 -7.2978 -0.9 -0.3 -2.1
H -1.4460 6.1534 -5.7927 0.0 0.1 0.0
H -0.0600 5.0687 -5.8612 0.0 0.0 0.1
H 0.0928 6.6215 -5.0489 0.0 0.2 -0.1
H -0.3335 6.0709 -8.0331 -0.2 0.1 -0.3
H 1.1762 6.5562 -7.2970 0.0 0.3 -0.2
O -5.9900 6.0395 1.8889 0.2 0.1 0.1
C -6.4623 4.9727 1.6234 -0.3 0.0 -0.2
O -5.6481 3.9103 1.4707 0.3 0.0 0.2
C -6.1222 2.5716 1.3259 -0.2 -0.1 -0.2
C -6.5048 2.2492 -0.1030 -0.1 0.3 -0.2
C -7.9463 4.8112 1.3794 -0.1 -0.3 0.4
H -6.9358 2.3750 2.0267 0.0 0.0 0.0
H -5.2914 1.9373 1.6297 0.1 0.1 0.1
H -7.3218 2.8804 -0.4540 0.0 0.0 0.1
H -6.8121 1.2102 -0.1866 0.0 0.0 0.0
H -5.6607 2.4211 -0.7716 0.1 -0.1 0.1
H -8.1705 5.1247 0.3610 0.0 0.0 0.0
H -8.4779 5.4547 2.0760 0.1 0.2 -0.1
H -8.3178 3.8007 1.5339 0.0 0.0 -0.2
C -6.8654 -1.1400 -1.9918 0.0 0.0 0.2
N -8.0365 -1.0387 -2.9058 0.1 0.0 0.1
O -9.1297 -0.8883 -2.4046 -0.1 0.0 0.0
O -7.8128 -1.1155 -4.0932 0.0 0.0 -0.1
H -7.2132 -1.0571 -0.9705 -0.1 0.0 0.0
H -6.4004 -2.1053 -2.1666 0.1 0.0 -0.1
H -6.1862 -0.3293 -2.2371 0.1 -0.1 -0.1
C 6.0660 2.1505 3.9705 -0.1 0.0 -0.1
O 7.0935 2.4888 3.4242 0.1 0.0 0.2
N 4.8579 2.7322 3.6985 0.0 0.1 0.1
N 6.0269 1.1489 4.9155 0.0 -0.1 0.0
H 3.9994 2.4668 4.1393 0.0 0.0 0.0
H 4.8479 3.4626 3.0112 0.0 -0.1 -0.1
H 6.8939 0.6998 5.1389 0.0 0.0 0.0
H 5.1904 0.8553 5.3804 0.0 0.0 0.0
Li -1.4008 7.6326 -8.9349 1.3 0.3 1.8